Record 1
A molecular structure, C4H11B4Br12N2O8P in a non-equilibrium geometry, computed with ωB97M-V with the def2-TZVPD basis set.

Structure (XYZ):
```
42
Properties=species:S:1:pos:R:3:forces:R:3
H -0.437297 2.868944 1.162262 0.4 0.0 0.1
Br 0.812132 0.796252 -3.727050 0.0 0.0 -0.1
C 1.358784 2.603279 -3.374098 0.0 0.0 0.1
Br 0.704377 -4.896043 1.190468 0.0 0.0 0.0
Br -6.044562 1.591078 -0.073350 0.0 0.0 0.0
C -0.704509 -3.745931 1.798094 0.1 0.2 0.0
H -1.675230 -0.396895 -0.287996 0.1 0.1 -0.1
H 3.357998 -2.787519 2.339194 0.0 0.1 0.1
O 1.857842 -1.567731 0.546558 0.0 0.1 0.9
Br 3.010933 3.018448 -4.279855 0.0 0.0 0.0
Br -4.271609 2.259417 2.487035 0.0 0.0 0.0
Br -7.395372 -3.559151 1.364398 0.0 0.0 0.0
Br -9.173780 -1.331420 -0.045788 0.0 0.0 0.0
H -0.262725 -3.002050 2.446237 0.0 0.0 0.0
Br -2.028133 -4.694475 2.809775 0.0 0.0 0.0
Br -4.317798 -0.683700 1.287661 0.0 0.0 0.1
Br -0.020258 3.850000 -3.851766 0.0 0.0 0.0
O 3.776376 2.960570 -0.979758 0.0 -0.1 0.0
O -0.477196 2.474842 0.291375 -0.5 -0.1 -0.2
Br -7.017904 -2.949178 -1.733040 0.0 0.0 0.0
B 3.472938 0.195949 -0.665262 -0.1 -0.4 -0.9
H 4.251689 3.792819 -0.870600 0.0 0.1 0.0
B -0.583274 1.109771 0.240721 0.3 0.2 0.2
O 5.930532 1.640289 -1.379167 0.0 0.0 0.1
H 4.570675 -1.664754 2.222484 0.5 -0.2 -0.3
N 5.019149 1.664451 1.061478 -0.2 0.1 -0.1
C -4.432869 1.197698 0.895873 0.0 0.0 -0.1
H 1.541641 2.700475 -2.310914 0.0 -0.1 0.0
C -7.472096 -2.220371 -0.015597 0.0 0.0 0.0
B 3.254624 -1.675527 0.624070 0.1 -0.1 -0.7
N 3.947824 -2.267973 1.703001 -0.7 -0.1 0.2
P 4.634111 1.705168 -0.435161 0.0 -0.1 0.0
O -1.634670 0.558408 -0.427610 0.0 0.1 0.1
O 2.113508 0.393148 -0.764827 0.1 0.5 0.8
Br -1.518134 -2.798073 0.330086 0.0 -0.3 -0.2
H 4.728810 2.444324 1.635085 0.1 0.0 0.1
O 3.957484 -1.065754 -0.431230 0.2 0.6 0.9
H -6.726941 -1.474172 0.220917 0.0 0.0 0.0
H 5.726662 1.567740 -2.320493 -0.1 0.0 0.0
B 1.401973 -0.312379 0.216566 0.1 -0.3 -0.5
H -3.592109 1.430072 0.255145 0.0 0.0 0.0
O 0.356384 0.269959 0.845067 -0.4 -0.2 -0.3
```
Positions in Å, forces in eV/Å.

ΔE to the lowest compared entry with this formula, charge and spin: 0.00 kJ/mol
orbital gap: 0.3350 Eh

***

Record 2
A molecular structure, C6H3CeFO8 in a non-equilibrium geometry, computed with ωB97M-V with the def2-TZVPD basis set.

Structure (XYZ):
```
19
Properties=species:S:1:pos:R:3:forces:R:3
C -3.058100 0.451570 0.578213 -1.7 0.1 -0.2
C -5.168546 -0.261335 0.422829 -2.6 -0.1 -1.5
O -6.315966 -0.348008 0.074488 1.6 0.3 0.9
C 4.086321 -0.857754 0.374325 1.3 -1.2 1.5
F 3.801037 1.359137 -1.634486 -0.9 0.0 0.5
O -2.203789 1.392282 0.579258 3.2 1.3 -0.7
O 4.844740 -1.469832 1.073342 -0.8 0.8 -0.9
C 2.371478 -0.458970 -1.057066 -0.1 -0.4 0.0
Ce -0.059268 2.554466 0.205517 0.4 -2.2 0.0
C -3.099291 -0.843784 0.952721 -0.8 -0.8 -0.1
O 2.147036 1.807345 -0.220904 -4.0 2.2 1.1
C 2.957415 0.887577 -0.618107 3.1 -2.0 -0.5
O -4.446577 -1.235479 0.973069 1.9 -0.9 0.2
H -2.355329 -1.629562 0.985285 -0.1 0.3 0.6
H 2.335746 -0.558082 -2.146052 0.1 0.0 0.2
H 1.355407 -0.619009 -0.635243 0.5 0.1 -0.1
O -4.365782 0.791839 0.189515 1.1 1.1 0.5
O 3.266514 -1.426193 -0.514324 -0.9 -0.1 -0.9
O 3.906962 0.463800 0.417624 -1.2 1.5 -0.5
```
Positions in Å, forces in eV/Å.

total charge: +1
orbital gap (alpha / beta): 0.1656 / 0.2253 Eh
multiplicity: 2

***

Calculated total energy / eV: -876204.5375, -38288.0481